Below is C3H6P2 in the gas phase, with properties calculated with ωB97M-V/def2-TZVPD.

Calculated values
E_tot, eV: -21779.9291
Molecular weight, g mol⁻¹: 104.029
Strongest force on any atom, eV/Å: 4.9
Spin multiplicity: 1
ΔE to the lowest compared entry with this formula, charge and spin, kcal/mol: 103.9
E_HOMO, eV: -8.85
Lowest unoccupied orbital energy, Ha: -0.0235
Net charge: 0
SMILES: [PH2]#C[C@@H]1CP1

Each atom is followed by the atoms it is bonded to, with distances in Å.
Positions of all 11 atoms, in Å:
1 H -1.306 -0.747 0.449  P2 1.420
2 P -1.788 0.050 -0.624  H1 1.420, C4 1.829, C10 1.831
3 H -0.926 2.259 -0.185  C4 1.094
4 C -0.612 1.250 0.099  P2 1.829, H3 1.094, H7 1.089, C10 1.530
5 C 1.297 -0.701 -0.807  C10 1.730, P11 1.688
6 H 1.785 -2.301 0.722  P11 1.354
7 H -0.294 1.092 1.129  C4 1.089
8 H 0.332 -1.058 1.514  P11 1.425
9 H -0.037 0.738 -2.110  C10 1.144
10 C -0.032 0.385 -1.022  P2 1.831, C4 1.530, C5 1.730, H9 1.144
11 P 1.582 -0.968 0.836  C5 1.688, H6 1.354, H8 1.425

Partial atomic charges computed with the Mulliken method, in multiples of e: -0.0079 0.0339 0.2772 -0.6776 -0.2047 0.0653 0.2527 -0.0126 0.3492 -0.0673 -0.0083